This record from OMol25 describes a molecular structure, C32H32AuN5O3PS at a distorted geometry. The level of theory is the ωB97M-V functional and the def2-TZVPD basis.

## Properties
energy	-71113.7167	eV
energy above the lowest of the compared OMol25 structures with the same formula, charge and spin	24.87	kcal/mol
LUMO	2.535	eV
frontier orbital gap	7.568	eV
net charge	-1

Cartesian coordinates (Å):
Au (14.76, 12.93, 6.44)
S (18.07, 12.94, 7.52)
P (15.25, 14.57, 8.12)
O (19.34, 12.37, 7.93)
O (16.92, 12.37, 8.20)
O (17.81, 13.10, 6.09)
N (7.00, 12.31, 7.48)
N (16.03, 8.08, 6.26)
N (14.43, 8.20, 8.07)
N (14.81, 6.06, 6.96)
N (16.52, 7.05, 8.45)
C (11.21, 13.25, 5.57)
C (14.12, 15.92, 7.84)
C (12.08, 12.25, 5.99)
C (10.41, 11.58, 7.69)
C (15.30, 14.13, 12.18)
C (9.96, 13.32, 6.09)
C (16.89, 15.40, 8.21)
C (18.18, 17.48, 8.42)
C (13.34, 11.92, 5.29)
C (19.26, 15.33, 8.10)
C (19.35, 16.72, 8.28)
C (16.94, 16.79, 8.41)
C (14.24, 13.26, 12.42)
C (13.80, 6.95, 7.58)
C (13.90, 13.16, 10.04)
C (18.04, 14.66, 8.06)
C (9.50, 12.50, 7.14)
C (12.08, 17.74, 7.29)
C (15.36, 6.80, 5.81)
C (13.55, 12.76, 11.36)
C (15.86, 5.85, 7.92)
C (14.04, 16.53, 6.59)
C (8.13, 12.45, 7.35)
C (15.00, 8.88, 6.88)
C (17.06, 7.81, 7.27)
C (14.95, 14.07, 9.83)
C (15.70, 14.50, 10.93)
C (13.13, 16.22, 8.78)
C (11.66, 11.47, 7.13)
C (13.07, 17.46, 6.30)
C (12.13, 17.13, 8.48)
C (15.47, 7.88, 9.08)
H (16.50, 15.22, 10.75)
H (16.08, 6.23, 5.30)
H (13.20, 15.78, 9.76)
H (9.25, 14.02, 5.61)
H (18.20, 18.54, 8.67)
H (11.25, 18.38, 7.01)
H (20.16, 14.72, 8.02)
H (11.39, 17.35, 9.28)
H (14.97, 7.27, 9.84)
H (14.01, 12.91, 13.41)
H (14.78, 16.22, 5.86)
H (12.30, 10.65, 7.47)
H (11.57, 13.82, 4.74)
H (12.76, 12.02, 11.43)
H (16.06, 17.37, 8.55)
H (15.85, 8.92, 9.49)
H (16.64, 5.22, 7.53)
H (17.85, 7.22, 6.83)
H (13.43, 10.85, 5.22)
H (13.40, 12.80, 9.15)
H (15.46, 5.38, 8.84)
H (13.01, 7.17, 6.88)
H (15.40, 9.87, 7.17)
H (15.83, 14.59, 13.03)
H (10.08, 10.95, 8.51)
H (13.27, 12.37, 4.28)
H (17.46, 8.78, 7.53)
H (14.17, 8.99, 6.16)
H (13.05, 17.95, 5.32)
H (20.31, 17.18, 8.31)
H (13.35, 6.48, 8.42)
H (14.59, 7.05, 5.11)

***

This record from OMol25 describes a molecular structure, C32H32BrN3Sc. The level of theory is the ωB97M-V functional and the def2-TZVPD basis.

## Properties
energy	-128919.5849	eV
energy above the lowest of the compared OMol25 structures with the same formula, charge and spin	23.91	kcal/mol
LUMO	2.639	eV
frontier orbital gap	6.549	eV
net charge	-1

Cartesian coordinates (Å):
Br (1.60, -0.11, 3.65)
Sc (-0.20, 0.29, 0.77)
N (-0.93, 0.72, -1.25)
N (1.09, -1.74, 0.49)
N (-1.35, -0.69, 1.81)
C (3.47, 3.98, 0.84)
C (-1.37, -1.32, -4.32)
C (4.56, 3.42, 2.97)
C (2.79, 1.33, 3.35)
C (-3.05, -0.71, 3.55)
C (3.76, 1.57, 4.28)
C (4.66, 2.64, 4.08)
C (0.17, -3.36, -1.05)
C (2.55, -3.00, -1.00)
C (-3.48, -1.78, 1.33)
C (-2.40, -1.47, 2.39)
C (1.61, -4.63, -2.50)
C (2.63, 2.11, 2.17)
C (-3.59, 3.99, -1.34)
C (3.56, 3.17, 2.00)
C (0.34, -4.32, -2.03)
C (-2.39, 2.28, -0.14)
C (-3.23, 3.38, -0.14)
C (-3.08, 3.48, -2.52)
C (2.51, 3.73, -0.10)
C (-0.66, -0.01, -2.40)
C (-1.85, 1.75, -1.33)
C (0.66, -0.18, -2.82)
C (1.28, -2.70, -0.52)
C (-1.85, -2.81, 2.92)
C (-1.67, -0.61, -3.17)
C (-2.23, 2.39, -2.53)
C (2.71, -3.96, -1.99)
C (1.60, 1.83, 1.20)
C (-0.05, -1.47, -4.73)
C (0.96, -0.90, -3.97)
C (1.60, 2.66, 0.09)
H (1.90, -1.54, 1.06)
H (5.43, 2.83, 4.82)
H (3.70, -4.18, -2.35)
H (3.41, -2.48, -0.60)
H (5.25, 4.24, 2.80)
H (-2.30, -0.48, 4.30)
H (-0.53, -4.82, -2.43)
H (4.18, 4.79, 0.72)
H (-2.17, -1.77, -4.89)
H (-1.08, -2.62, 3.67)
H (0.86, 2.51, -0.69)
H (1.74, -5.38, -3.28)
H (2.00, -1.02, -4.26)
H (-2.63, -3.43, 3.37)
H (2.44, 4.35, -0.99)
H (-2.71, -0.49, -2.86)
H (-3.88, -0.84, 0.94)
H (-3.04, -2.32, 0.49)
H (3.84, 0.95, 5.16)
H (-2.20, 1.80, 0.82)
H (-3.61, 3.75, 0.80)
H (-0.82, -3.10, -0.68)
H (-3.46, 0.23, 3.19)
H (-3.34, 3.94, -3.47)
H (-1.40, -3.38, 2.10)
H (-4.31, -2.37, 1.74)
H (-1.83, 2.02, -3.47)
H (-4.26, 4.84, -1.34)
H (-3.86, -1.28, 4.02)
H (1.45, 0.28, -2.24)
H (0.28, -1.92, 1.10)
H (0.19, -2.04, -5.62)